The following is a quantum chemistry calculation of a structure of composition C14H20LiO10S in a non-equilibrium geometry, from the OMol25 dataset.

Geometry as XYZ:
```
46
Properties=species:S:1:pos:R:3:forces:R:3:lowdin_charge:R:1
S -3.4700 -1.1428 -0.9410 -6.7 -4.8 -2.2 0.0502
O -4.2038 -0.1001 -1.5589 -2.1 2.4 -1.5 -0.3608
O -1.4881 -1.9065 2.7322 -0.6 0.0 1.4 -0.1461
O 3.4498 -2.3799 -5.5015 3.3 -2.4 6.6 0.0621
O -0.6230 1.3045 0.8818 -3.0 -0.5 1.4 0.0310
O -3.5280 -2.3979 -1.7221 0.0 0.3 0.4 -0.4036
O 3.9980 3.5805 2.9229 0.9 -3.5 -2.3 0.0534
O -3.4671 0.8525 1.9843 -1.6 -0.6 1.1 -0.1933
O -2.1723 -0.7421 -0.7616 12.5 3.8 0.2 -0.4344
O 0.4777 -1.0139 -1.1381 -0.5 1.0 2.6 0.0386
O -3.8246 -1.3195 0.4512 -2.4 -1.2 3.7 -0.4453
C 1.6281 3.2640 3.0183 -2.7 0.4 -1.9 -0.0129
C 1.2065 -1.2681 -2.1833 1.5 -1.4 -1.9 -0.3588
C -3.7734 2.2373 1.8346 -0.3 -1.7 -0.5 -0.1359
C 2.6964 -1.9730 -4.4012 3.5 -4.4 0.6 -0.3211
C 0.4304 1.8440 1.4567 4.0 0.9 -0.9 -0.3057
C 2.8418 3.0506 2.3752 -0.3 0.2 1.3 -0.3380
C 1.6051 -1.3014 -4.5826 -2.8 2.5 2.3 -0.0520
C 3.0211 -2.5695 -3.1142 1.7 1.1 -0.6 0.0062
C 2.3170 -2.1297 -1.9794 0.7 0.3 -2.0 -0.0035
C 0.8972 -0.8590 -3.4718 1.2 -1.6 1.6 0.0180
C 1.7154 1.5732 0.8006 0.2 2.3 3.2 0.0527
C 2.9000 2.2407 1.2754 -3.4 -1.9 -0.6 -0.0058
C -1.0635 -2.9484 1.9110 0.2 -2.6 -1.0 -0.1823
C 0.3406 2.7766 2.5249 3.5 -1.5 -1.5 0.0387
Li -1.9984 -0.4138 1.1700 -1.2 -0.2 -0.3 0.6642
H -0.5422 1.0921 -0.0307 0.4 -0.3 -1.3 0.0860
H 0.0309 -0.3290 -3.5456 -2.3 1.5 -0.6 0.0956
H 2.6880 -2.3052 -0.9865 -0.2 -0.5 0.3 0.1027
H -0.2992 -2.6035 1.2142 -0.6 0.3 -0.5 0.0807
H -4.3226 0.2848 2.1504 2.6 1.7 -1.1 0.1483
H -4.7800 2.4251 2.0304 -1.7 0.3 0.1 0.0688
H 1.5580 4.1706 3.5719 0.1 0.3 1.3 0.0924
H -3.4898 2.6689 0.9261 -0.1 -0.4 -2.5 0.0708
H -3.2277 2.9179 2.3754 1.7 0.9 2.9 0.0349
H -0.6342 3.0700 2.8244 -0.4 0.4 0.7 0.0909
H -1.8448 -2.3314 3.5487 0.2 0.9 -1.1 0.1138
H 1.1788 -1.0085 -5.4624 -0.5 0.6 -2.7 0.0986
H -1.8770 -3.5967 1.4521 0.6 1.6 -0.1 0.1187
H 4.0123 -3.1896 -3.0669 -2.2 1.2 0.1 0.1382
H 3.1345 -2.1252 -6.2664 -2.9 2.3 -5.8 0.0000
H 3.8843 4.3781 3.3293 -0.9 3.2 1.7 0.0404
H -0.5207 -3.7281 2.4416 0.4 0.1 0.8 0.0643
H -0.4649 -0.8163 -1.2685 -1.1 -0.2 -0.3 0.0599
H 3.7305 1.9228 0.7475 2.1 0.0 -0.6 0.0878
H 1.8728 0.8446 0.0314 -0.6 -0.2 -0.4 0.0918
```
Forces are in eV/Å.

## Properties
gap between HOMO and LUMO = 6.13 eV
total charge = -1
energy above the lowest of the compared OMol25 structures with the same formula, charge and spin = 0.0 kJ/mol
spin multiplicity = 1
DFT total energy = -46356.94989 eV